Entry 1:
An isolated ion of composition C7H13N2S and charge +1 in a non-equilibrium geometry. Source: the Open Molecules 2025 dataset; level of theory: ωB97M-V with the def2-TZVPD basis set.

Calculated values
SMILES: C=C(C)[C@]1([NH2+]C)N=C1SC
total charge: +1
Kohn-Sham gap: 9.009 eV
HOMO energy: -12.40 eV
energy above the lowest of the compared OMol25 structures with the same formula, charge and spin: 494.7 kJ/mol

Positions of all 23 atoms, in Å:
C1 0.57 1.67 -1.84
C2 -0.08 1.39 -0.75
C3 -0.60 2.36 0.24
C4 -0.22 -0.03 -0.33
N1 -0.25 -1.14 -1.29
C5 -1.31 -0.89 -2.35
N2 -0.78 -0.53 0.96
C6 0.47 -0.69 1.14
S1 1.94 -0.92 1.93
C7 1.41 -1.67 3.54
H1 0.43 2.71 -2.20
H2 1.18 0.92 -2.29
H3 -1.46 1.92 0.71
H4 0.11 2.40 0.99
H5 -0.71 3.31 -0.16
H6 0.71 -1.34 -1.62
H7 -0.55 -1.92 -0.71
H8 -1.13 0.12 -2.77
H9 -1.36 -1.52 -3.14
H10 -2.17 -0.85 -1.77
H11 1.47 -1.00 4.36
H12 2.05 -2.51 3.91
H13 0.28 -1.79 3.44

Atomic partial charges in e from the natural (NBO) method, atoms 1 to 2: atom 1 (C): -0.39, atom 2 (C): -0.03

Entry 2:
An isolated ion of composition C3H2NO4 and charge -1 in a non-equilibrium geometry. Source: the Open Molecules 2025 dataset; level of theory: ωB97M-V with the def2-TZVPD basis set.

Calculated values
SMILES: O=C([O-])O/N=C1\CO1
total charge: -1
Kohn-Sham gap: 8.260 eV
HOMO energy: -4.65 eV
energy above the lowest of the compared OMol25 structures with the same formula, charge and spin: 438.1 kJ/mol

Positions of all 10 atoms, in Å:
O1 -1.46 1.11 -1.16
C1 -2.03 0.86 -0.18
O2 -2.86 1.37 0.52
O3 -1.62 -0.48 0.44
N1 -0.69 -1.25 -0.11
C2 0.49 -0.89 -0.13
C3 1.90 -0.04 0.12
O4 1.69 -1.43 -0.20
H1 2.49 0.61 -0.50
H2 2.11 0.14 1.20

Atomic partial charges in e from the natural (NBO) method, atoms 1 to 2: atom 1 (O): -0.73, atom 2 (C): 0.96

Entry 3:
C12H19CeNO as an isolated structure in a non-equilibrium geometry. Source: the Open Molecules 2025 dataset; level of theory: ωB97M-V with the def2-TZVPD basis set.

Calculated values
total charge: -1
Kohn-Sham gap (spin up / spin down): 4.064 / 4.265 eV
multiplicity: 2
expectation value of S²: 0.7534
HOMO energy (spin up / spin down): -2.48 / -2.69 eV

Positions of all 34 atoms, in Å:
C1 0.08 -1.47 -2.95
C2 -1.20 -1.46 -2.38
C3 -1.15 -2.21 -1.20
C4 0.16 -2.68 -1.02
C5 0.93 -2.23 -2.13
Ce1 0.58 -0.16 -0.76
C6 -1.62 2.45 -2.46
C7 -0.66 2.99 -3.45
C8 0.56 2.92 -4.30
N1 2.48 0.56 -0.42
H1 -2.04 -2.47 -0.54
H2 -2.14 -1.03 -2.86
H3 0.54 -3.32 -0.17
H4 2.05 -2.38 -2.28
H5 0.37 -0.95 -3.92
H6 -2.51 1.75 -2.74
H7 2.90 1.27 -1.53
H8 -1.60 2.20 -1.22
H9 0.54 3.33 -5.34
H10 1.67 2.70 -3.85
C9 -1.22 0.72 3.35
C10 0.01 0.03 2.78
C11 1.23 0.73 3.38
C12 0.01 -1.41 3.26
O1 0.02 0.08 1.34
H11 -1.18 0.66 4.45
H12 -2.15 0.23 3.02
H13 -1.26 1.78 3.07
H14 1.15 0.67 4.48
H15 2.16 0.24 3.09
H16 1.28 1.78 3.10
H17 -0.88 -1.95 2.90
H18 0.91 -1.95 2.92
H19 0.00 -1.42 4.36

Atomic partial charges in e from the Mulliken method, atoms 1 to 2: atom 1 (C): -0.55, atom 2 (C): -0.41

Entry 4:
A 2-piece molecular cluster, C3H6N2O2 overall in a non-equilibrium geometry. Source: the Open Molecules 2025 dataset; level of theory: ωB97M-V with the def2-TZVPD basis set.

Calculated values
SMILES: Cc1ncno1.O
Kohn-Sham gap: 11.364 eV
HOMO energy: -10.52 eV
energy above the lowest of the compared OMol25 structures with the same formula, charge and spin: 232.2 kJ/mol

Positions of all 13 atoms, in Å:
C1 -0.20 2.00 0.39
C2 0.48 0.74 0.05
N1 0.49 0.12 -1.09
C3 1.26 -0.98 -0.84
N2 1.69 -1.03 0.39
O1 1.19 0.09 0.98
H1 0.19 2.81 -0.23
H2 -0.04 2.23 1.44
H3 -1.27 1.90 0.19
H4 1.49 -1.72 -1.57
O2 -1.71 -1.88 0.44
H5 -1.08 -1.89 -0.28
H6 -2.47 -2.38 0.14

Atomic partial charges in e from the natural (NBO) method, atoms 1 to 2: atom 1 (C): -0.68, atom 2 (C): 0.53

Entry 5:
C6H14 as an isolated structure in a non-equilibrium geometry. Source: the Open Molecules 2025 dataset; level of theory: ωB97M-V with the def2-TZVPD basis set.

Calculated values
Kohn-Sham gap: 5.559 eV
HOMO energy: -6.11 eV
energy above the lowest of the compared OMol25 structures with the same formula, charge and spin: 785.5 kJ/mol

Positions of all 20 atoms, in Å:
C1 -0.81 -2.58 -1.11
C2 -0.61 -2.25 0.42
C3 -0.02 -0.94 0.74
C4 -0.79 0.32 0.64
C5 -0.90 0.93 -0.66
C6 -0.46 1.78 1.02
H1 -1.67 -3.23 -1.34
H2 0.05 -2.95 -1.69
H3 -0.80 -1.57 -1.55
H4 -1.64 -2.40 0.90
H5 -0.15 -3.15 0.94
H6 6.09 3.97 -0.79
H7 1.01 -0.94 1.08
H8 -1.73 0.01 1.09
H9 -0.16 0.92 -1.47
H10 5.57 4.50 -0.80
H11 -1.88 0.94 -1.17
H12 0.32 2.46 0.58
H13 0.01 1.88 2.05
H14 -1.43 2.29 1.12

Atomic partial charges in e from the natural (NBO) method, atoms 1 to 2: atom 1 (C): -0.62, atom 2 (C): -0.47

Entry 6:
A 2-piece molecular cluster, C5H8FN overall in a non-equilibrium geometry. Source: the Open Molecules 2025 dataset; level of theory: ωB97M-V with the def2-TZVPD basis set.

Calculated values
Kohn-Sham gap (spin up / spin down): 10.222 / 8.115 eV
HOMO energy (spin up / spin down): -11.03 / -8.62 eV
energy above the lowest of the compared OMol25 structures with the same formula, charge and spin: 497.1 kJ/mol

Positions of all 15 atoms, in Å:
C1 0.33 -2.19 -0.07
C2 -1.24 0.50 -0.06
C3 0.90 1.14 0.97
C4 0.77 -0.95 -0.57
C5 0.33 0.39 -0.22
N1 -0.10 -3.03 0.59
F1 1.72 -0.99 -1.49
H1 -1.77 0.82 -0.91
H2 -1.49 1.24 0.81
H3 -1.80 -0.42 0.30
H4 0.81 0.53 1.81
H5 1.93 1.25 0.94
H6 0.47 2.06 1.11
H7 -1.65 -1.42 -2.28
H8 0.79 1.07 -0.93

Atomic partial charges in e from the natural (NBO) method, atoms 1 to 2: atom 1 (C): 0.14, atom 2 (C): -0.61

Entry 7:
C4H8N4 as an isolated structure in a non-equilibrium geometry. Source: the Open Molecules 2025 dataset; level of theory: ωB97M-V with the def2-TZVPD basis set.

Calculated values
Kohn-Sham gap: 9.075 eV
HOMO energy: -8.22 eV
energy above the lowest of the compared OMol25 structures with the same formula, charge and spin: 628.3 kJ/mol

Positions of all 16 atoms, in Å:
C1 -1.38 -0.03 -1.11
C2 0.88 0.29 -0.16
C3 -0.13 -0.96 1.52
C4 -0.55 0.07 0.44
H1 -2.46 0.08 -1.02
H2 -1.01 -0.85 -1.63
H3 -0.65 1.26 -2.61
H4 1.54 1.01 -1.73
H5 2.04 -0.84 2.20
H6 -0.30 -0.40 2.76
H7 -0.65 -2.07 1.44
H8 -0.69 1.15 0.94
N1 -0.69 1.44 -1.51
N2 0.76 1.35 -1.19
N3 1.86 -0.36 0.24
N4 1.41 -1.14 1.42

Atomic partial charges in e from the natural (NBO) method, atoms 1 to 2: atom 1 (C): -0.21, atom 2 (C): 0.37

Entry 8:
C2H5NOS2 as an isolated structure in a non-equilibrium geometry. Source: the Open Molecules 2025 dataset; level of theory: ωB97M-V with the def2-TZVPD basis set.

Calculated values
Kohn-Sham gap: 7.976 eV
HOMO energy: -8.61 eV
energy above the lowest of the compared OMol25 structures with the same formula, charge and spin: 457.2 kJ/mol

Positions of all 11 atoms, in Å:
C1 -1.46 -1.19 0.68
C2 0.37 0.18 -0.07
H1 -2.31 -0.27 0.72
H2 -0.68 -0.98 1.71
H3 -1.92 -2.29 0.94
H4 0.12 2.18 0.36
H5 -1.46 1.52 -1.23
N1 -0.51 1.27 0.47
O1 -1.61 1.73 -0.39
S1 -0.21 -1.29 -0.52
S2 2.04 0.24 0.12

Atomic partial charges in e from the natural (NBO) method, atoms 1 to 2: atom 1 (C): -0.88, atom 2 (C): -0.23